Entry 1:
The following is a quantum chemistry calculation of a cluster of 2 separate species, C4H13N2O in total, from the Open Molecules 2025 dataset.

Results
Net charge: +1
E (a.u.): -344.65608
F_max (eV Å⁻¹): 4.27
Gap between HOMO and LUMO (eV): 9.5
ΔE to the lowest compared entry with this formula, charge and spin (eV): 3.014
HOMO level (eV): -13.72

```
20
C4H13N2O, DFT the ωB97M-V functional and the def2-TZVPD basis
C 1.30 -1.22 -0.37
C 0.59 1.33 -0.59
C -1.85 -1.02 1.48
C 0.41 -0.08 -0.91
N -0.56 -0.42 -1.73
N 1.81 1.67 -0.10
O -2.07 0.23 0.94
H 1.13 -2.21 -0.60
H 1.55 -1.24 0.76
H 2.33 -1.01 -0.78
H -0.20 1.40 0.24
H 0.23 2.03 -1.49
H -2.80 -1.45 1.74
H -1.41 -1.55 0.74
H -0.58 -1.42 -1.84
H -1.30 0.13 -2.14
H 1.82 2.63 0.41
H 2.47 1.66 -0.84
H -1.21 -0.96 2.38
H -2.66 0.74 1.57
```

Entry 2:
The following is a quantum chemistry calculation of a structure of composition C18H27BF2O7Pb, from the Open Molecules 2025 dataset.

Results
Net charge: 0
E (a.u.): -1646.25038
F_max (eV Å⁻¹): 0.12
Gap between HOMO and LUMO (eV): 7.9
ΔE to the lowest compared entry with this formula, charge and spin (eV): 0.000
HOMO level (eV): -7.31

```
56
C18H27BF2O7Pb, DFT the ωB97M-V functional and the def2-TZVPD basis
Pb 0.81 0.48 1.63
C 1.80 -2.76 -0.50
C 0.50 -2.56 -1.25
O -0.37 -1.81 -0.44
C -1.65 -1.63 -1.02
C -2.22 -0.32 -0.54
O -1.38 0.71 -1.03
C -1.89 2.01 -0.80
C -0.93 2.99 -1.41
O 0.28 2.97 -0.68
C 1.43 3.24 -1.46
C 1.93 2.04 -2.23
O 2.43 1.08 -1.32
C 2.94 -0.07 -1.95
C 3.43 -1.03 -0.89
O 2.40 -1.56 -0.07
H 2.49 -3.33 -1.14
H 1.60 -3.35 0.40
H 0.08 -3.54 -1.49
H 0.67 -2.03 -2.20
H -2.31 -2.45 -0.73
H -1.57 -1.60 -2.11
H -2.27 -0.28 0.55
H -3.24 -0.20 -0.94
H -1.99 2.19 0.27
H -2.88 2.12 -1.28
H -1.36 3.99 -1.40
H -0.76 2.70 -2.46
H 2.21 3.54 -0.76
H 1.25 4.07 -2.15
H 2.74 2.37 -2.91
H 1.14 1.60 -2.84
H 3.80 0.20 -2.59
H 2.18 -0.53 -2.59
H 4.10 -0.49 -0.23
H 3.99 -1.84 -1.36
C 0.55 0.96 6.33
C 0.10 0.86 4.89
O 1.00 0.83 4.04
C -1.33 0.83 4.58
C -2.23 0.52 5.62
C -3.58 0.49 5.43
C -4.09 0.82 4.17
C -3.25 1.15 3.14
C -1.84 1.15 3.29
O -1.11 1.48 2.26
H 1.60 1.21 6.34
H 0.41 -0.01 6.81
H -0.03 1.69 6.89
H -1.83 0.27 6.60
H -4.25 0.22 6.24
H -5.16 0.81 4.00
H -3.64 1.41 2.16
F -1.53 -1.88 2.33
B -0.21 -1.65 2.23
F 0.52 -2.76 2.45
```

Entry 3:
The following is a quantum chemistry calculation of a structure of composition C22H55ClP2RhSi, from the Open Molecules 2025 dataset.

Results
Net charge: -1
⟨S²⟩: 6.017
Multiplicity: 5
E (a.u.): -2413.95606
F_max (eV Å⁻¹): 1.89
Gap between HOMO and LUMO (alpha / beta) (eV): 3.0 / 7.4
HOMO level (alpha / beta) (eV): -0.07 / -4.58

```
82
C22H55ClP2RhSi, DFT the ωB97M-V functional and the def2-TZVPD basis
Rh 0.04 0.32 0.06
P -0.30 0.44 2.35
C 0.17 2.16 2.87
C -1.99 0.16 3.09
C 0.93 -0.64 3.25
C -0.15 3.23 1.82
H 1.26 2.07 2.94
C -0.39 2.57 4.23
H -1.44 2.90 4.15
H 0.20 3.43 4.58
H -0.33 1.80 5.00
H 0.59 3.24 1.02
H -0.15 4.22 2.31
H -1.14 3.09 1.36
H 1.87 -0.23 2.84
C 0.87 -2.12 2.88
C 0.94 -0.46 4.77
H 1.40 0.48 5.07
H 1.55 -1.27 5.20
H -0.06 -0.55 5.21
H 0.34 -2.33 1.95
H 0.40 -2.73 3.66
H 1.90 -2.50 2.75
C -3.03 1.01 2.35
H -1.90 0.56 4.11
C -2.41 -1.30 3.21
H -2.92 2.08 2.54
H -4.03 0.72 2.70
H -3.01 0.82 1.27
H -2.25 -1.85 2.28
H -3.50 -1.34 3.41
H -1.92 -1.82 4.03
Cl -2.25 -0.87 -0.34
H -0.46 1.70 -0.27
H 1.04 -1.19 0.34
P 0.65 -0.23 -2.27
C 2.45 -0.76 -2.50
C -0.28 -1.35 -3.48
C 0.67 1.50 -3.01
C 2.97 -1.72 -1.45
H 2.97 0.20 -2.36
C 2.77 -1.31 -3.90
H 2.46 -2.35 -4.00
H 3.86 -1.28 -4.01
H 2.35 -0.72 -4.72
H 3.13 -1.24 -0.48
H 3.91 -2.18 -1.78
H 2.31 -2.58 -1.31
H 1.43 1.97 -2.37
C -0.65 2.26 -2.81
C 1.13 1.59 -4.47
H 2.21 1.43 -4.58
H 0.93 2.61 -4.83
H 0.59 0.91 -5.13
H -1.34 1.77 -2.12
H -1.17 2.42 -3.77
H -0.42 3.25 -2.39
C -0.30 -2.78 -3.01
H 0.30 -1.31 -4.41
C -1.70 -0.84 -3.76
H 0.64 -3.32 -3.13
H -1.14 -3.36 -3.43
H -0.56 -2.76 -1.92
H -2.28 -0.66 -2.84
H -2.22 -1.63 -4.32
H -1.70 0.06 -4.38
C -3.48 -3.50 0.02
Si -1.64 -3.90 0.06
C -1.28 -4.77 1.67
C -1.63 -5.07 -1.41
C 0.37 -1.83 -0.23
H -3.90 -4.51 0.11
H -3.72 -3.06 -0.99
H -3.77 -2.85 0.85
H -2.07 -5.55 1.56
H -0.29 -5.23 1.69
H -1.47 -4.13 2.53
H -2.22 -4.60 -2.22
H -0.65 -5.39 -1.76
H -2.19 -5.91 -0.96
H -0.54 -2.33 0.23
H 0.97 -2.56 -0.68
```

Entry 4:
The following is a quantum chemistry calculation of a cluster of 2 separate species, C3H10NO2 in total, from the Open Molecules 2025 dataset.

Results
Net charge: +1
E (a.u.): -325.29139
F_max (eV Å⁻¹): 3.52
Gap between HOMO and LUMO (eV): 12.1
ΔE to the lowest compared entry with this formula, charge and spin (eV): 0.711
HOMO level (eV): -15.67

```
16
C3H10NO2, DFT the ωB97M-V functional and the def2-TZVPD basis
C -2.15 -0.25 0.17
C 0.66 -1.81 -0.22
C -0.72 0.30 0.12
N 0.39 -0.40 -0.01
O 2.36 1.62 0.19
O -0.58 1.65 0.16
H -2.18 -0.88 0.99
H -2.81 0.64 0.43
H -2.41 -0.82 -0.81
H 1.40 -2.10 0.43
H -0.27 -2.46 -0.22
H 1.14 -1.87 -1.22
H 2.06 2.53 0.17
H 1.27 0.12 -0.04
H 3.26 1.61 -0.13
H -1.41 2.13 0.01
```

Entry 5:
The following is a quantum chemistry calculation of a structure of composition C3H12ClO3Sr, from the Open Molecules 2025 dataset.

Results
Net charge: +1
E (a.u.): -837.76142
F_max (eV Å⁻¹): 3.77
Gap between HOMO and LUMO (eV): 6.6
ΔE to the lowest compared entry with this formula, charge and spin (eV): 1.800
HOMO level (eV): -12.66

```
20
C3H12ClO3Sr, DFT the ωB97M-V functional and the def2-TZVPD basis
Sr 2.80 1.33 6.53
Cl 1.74 -0.03 8.06
C -0.85 -1.38 6.93
O 0.46 -1.89 6.70
H -0.77 -0.30 7.10
H -1.56 -1.61 6.13
H -1.28 -1.81 7.83
H 1.06 -1.36 7.23
C 2.86 -2.18 10.57
O 3.32 -0.93 10.09
H 3.33 -2.39 11.53
H 1.79 -2.03 10.70
H 3.06 -3.01 9.89
H 2.81 -0.63 9.33
C -0.33 0.12 10.39
O 0.30 1.16 9.72
H -0.28 -0.81 9.82
H 0.10 -0.11 11.36
H -1.38 0.38 10.50
H 0.90 0.79 9.07
```

Entry 6:
The following is a quantum chemistry calculation of a cluster of 4 separate species, C28H53INO8 in total, from the Open Molecules 2025 dataset.

Results
Net charge: -1
E (a.u.): -2052.92546
F_max (eV Å⁻¹): 5.39
Gap between HOMO and LUMO (eV): 6.3
HOMO level (eV): -4.33

```
91
C28H53INO8, DFT the ωB97M-V functional and the def2-TZVPD basis
C 1.00 3.05 6.78
C 1.71 2.41 6.01
C 2.51 1.70 4.84
C 2.57 0.13 5.08
C 2.45 -0.77 3.77
N 1.64 -0.20 2.67
C 2.43 -0.36 1.44
C 3.61 0.66 1.27
O 4.10 1.36 2.12
O 4.22 0.73 -0.05
C 3.40 1.43 -0.95
C 3.45 2.99 -1.20
O 2.57 0.79 -1.64
C 0.28 -0.79 2.57
C 0.24 -2.32 2.14
C -1.21 -2.82 1.66
C -1.22 -4.37 1.26
I -2.83 -5.46 2.29
C -0.59 0.18 1.61
C -2.09 0.36 2.05
C -2.82 1.17 0.85
C -2.91 0.35 -0.51
C -2.16 2.61 0.71
C -0.45 -0.72 4.01
O -0.98 -1.73 4.54
O -0.50 0.44 4.69
H 0.22 3.73 7.19
H 3.55 2.15 4.87
H 2.04 2.02 3.87
H 1.82 -0.14 5.88
H 3.60 -0.09 5.53
H 2.05 -1.79 4.12
H 3.52 -0.99 3.44
H 1.82 -0.31 0.48
H 2.90 -1.41 1.42
H 2.62 3.48 -0.62
H 3.26 3.23 -2.30
H 4.44 3.47 -0.95
H 0.94 -2.61 1.29
H 0.51 -3.02 3.00
H -1.42 -2.24 0.70
H -2.01 -2.62 2.42
H -0.25 -4.90 1.49
H -1.40 -4.53 0.14
H -0.50 -0.28 0.56
H -0.02 1.15 1.57
H -2.23 1.03 2.96
H -2.68 -0.60 2.17
H -3.89 1.33 1.21
H -2.05 0.60 -1.21
H -3.85 0.71 -1.05
H -3.01 -0.77 -0.36
H -1.52 2.75 -0.21
H -2.92 3.47 0.77
H -1.46 2.79 1.60
C -1.26 3.91 -4.21
C -0.42 4.66 -3.19
C 0.85 5.21 -3.82
O -0.09 3.78 -2.12
H -0.71 3.05 -4.62
H -2.17 3.51 -3.75
H -1.56 4.56 -5.04
H -1.01 5.48 -2.77
H 1.47 4.39 -4.21
H 1.45 5.73 -3.07
H 0.62 5.90 -4.64
H 0.43 3.05 -2.49
C 6.09 1.46 -4.65
C 5.21 0.29 -5.07
C 3.85 0.76 -5.56
O 5.03 -0.59 -3.96
H 5.63 2.02 -3.84
H 7.06 1.10 -4.29
H 6.26 2.14 -5.49
H 5.71 -0.29 -5.85
H 3.32 1.30 -4.77
H 3.23 -0.09 -5.84
H 3.96 1.42 -6.43
H 4.59 -0.09 -3.25
C -7.88 -5.72 0.08
C -6.70 -5.36 -0.81
C -5.71 -6.51 -0.91
O -6.05 -4.21 -0.29
H -7.55 -5.94 1.10
H -8.58 -4.88 0.15
H -8.42 -6.59 -0.31
H -7.06 -5.10 -1.81
H -5.30 -6.75 0.07
H -4.86 -6.23 -1.54
H -6.18 -7.40 -1.33
H -5.72 -4.43 0.60
```